Entry 1:
Density functional theory data (ωB97M-V/def2-TZVPD) for 12 unconnected molecules or ions with the total composition C4H32NO12 at a distorted geometry.

Its maximum force is 5.92 eV/A. The gap between HOMO and LUMO comes out at 10.08 eV. As for the LUMO energy: -2.6402 eV. Its total charge is +1. The calculation puts the total energy at -30719.2021 eV.

Geometry as XYZ:
```
49
Properties=species:S:1:pos:R:3:lowdin_charge:R:1
C -2.388 -0.526 -1.074 -0.051
O -2.897 -3.077 0.395 0.079
N -1.087 -1.029 -0.685 -0.019
H 1.162 1.118 -0.807 0.090
H -1.485 3.601 0.282 0.064
O -0.021 -3.811 -2.697 -0.115
O -0.057 2.535 -3.366 -0.001
H 0.540 -3.260 1.165 0.109
O -2.415 1.837 2.903 -0.024
H -0.787 -3.806 -3.321 0.059
H 1.052 3.656 1.920 0.112
C -0.862 -1.625 0.674 -0.244
O -0.083 -1.109 -3.844 -0.092
H 0.240 -1.789 -4.480 0.050
H 3.185 2.259 -1.181 0.066
H -0.881 -1.799 -1.310 0.112
H 1.713 1.873 2.900 -0.057
H -0.355 -0.233 -0.900 0.086
O 0.626 3.076 2.667 -0.136
H -2.282 1.034 3.457 0.082
H -1.846 2.454 1.257 -0.088
C -2.169 -2.394 1.071 -0.198
O 0.573 0.696 -1.518 -0.013
H 0.781 -0.847 -3.390 0.073
H -2.393 -2.388 2.163 0.129
O 2.107 1.021 3.065 -0.043
H 3.210 2.392 0.282 0.049
H -0.293 2.812 2.194 0.077
H -0.832 -0.871 1.560 0.139
H -2.454 2.430 3.627 0.049
O -1.377 2.698 0.548 0.004
H -2.832 0.151 -0.228 0.134
O 2.696 1.999 -0.406 -0.020
H -3.306 -1.151 -1.071 0.094
H -0.074 -0.402 3.182 -0.040
H 4.308 -0.270 -0.246 0.075
H 2.748 1.158 3.718 0.010
H 1.206 -1.759 0.516 0.095
H 0.081 -1.238 4.390 0.052
H 3.823 -1.556 -0.652 -0.021
O 4.482 -0.981 -0.964 -0.064
H 0.020 3.457 -3.263 0.037
H -2.461 -0.108 -2.091 0.106
H 0.412 -2.791 -0.668 0.051
C 0.384 -2.506 0.375 0.006
H -0.246 2.301 -4.271 0.064
O -0.212 -1.241 3.497 -0.002
H 0.643 -3.263 -3.331 0.099
H 0.104 1.272 -2.042 -0.027
```



Entry 2:
Density functional theory data (ωB97M-V/def2-TZVPD) for a molecular structure, C40H36BCl5F2FeNOP2S at a distorted geometry.

As for the spin multiplicity: 5. Its maximum force is 2.74 eV/A. The gap between HOMO and LUMO (alpha / beta) comes out at 5.84 / 5.48 eV. As for the LUMO energy (alpha / beta): 2.3489 / 2.1232 eV. Its total charge is -1. The calculation puts the total energy at -178126.3519 eV.

Geometry as XYZ:
```
90
Properties=species:S:1:pos:R:3:lowdin_charge:R:1
B -2.272 -0.058 -0.774 -1.000
H 2.202 2.485 -0.808 0.093
H -0.118 -4.502 3.485 0.061
H -0.408 3.154 -0.272 0.070
Cl -1.272 -3.909 -1.443 0.696
C -2.970 5.246 0.410 -0.097
C 3.381 3.212 -3.896 -0.105
C 1.662 1.408 2.072 -0.431
N 1.752 0.716 0.911 -0.047
C -1.306 3.548 0.185 -0.130
C -3.259 -0.053 2.630 -0.105
C -0.246 -2.780 -3.797 -0.209
H -0.842 1.184 4.641 0.089
Cl -4.785 -1.351 -4.516 0.645
C -1.807 4.777 -0.182 -0.076
H 2.068 -3.571 3.120 0.061
C 0.396 2.120 2.400 -0.220
H -2.098 -3.132 2.845 0.079
C 1.688 -1.667 -2.544 -0.307
C 2.909 0.869 -3.685 -0.089
H 0.408 3.141 2.002 0.083
H -4.977 -1.125 3.312 0.106
H 3.023 4.398 -2.151 0.098
H 4.256 -0.402 -0.832 0.095
C -2.569 0.152 5.294 -0.091
C -1.745 0.690 4.320 -0.088
C -2.075 0.614 2.969 -0.352
H 4.753 0.320 2.192 0.084
C -3.631 4.474 1.349 -0.089
H 3.074 1.815 3.703 0.080
P 1.847 -0.320 -1.368 1.051
S -0.422 -1.794 1.843 0.900
H 2.933 -2.048 3.402 0.075
C -4.070 -0.611 3.599 -0.078
H 3.713 4.048 -4.495 0.093
C 3.346 1.940 -4.442 -0.094
C -3.126 3.241 1.726 -0.070
C -3.309 -1.357 -3.606 -0.705
O 0.395 -1.999 0.631 -0.540
C 0.588 -4.008 -3.735 -0.093
Cl -3.583 1.344 -3.578 0.674
C 2.982 3.407 -2.582 -0.090
H 3.337 -1.719 -0.054 0.067
H 2.350 -4.944 -3.057 0.095
C 3.730 0.569 1.971 -0.088
H -1.814 -3.525 1.138 0.031
C 2.529 2.341 -1.828 -0.107
H 0.272 -4.729 1.766 0.077
H -2.307 0.264 6.338 0.099
F -3.226 0.836 -0.449 0.153
H -3.565 -0.119 1.601 0.095
C -3.732 -0.510 4.940 -0.095
Cl -0.643 1.387 -2.369 0.823
C -0.533 -4.597 2.484 -0.134
H 3.666 1.781 -5.462 0.096
H 0.264 2.201 3.479 0.070
H -1.166 -5.484 2.463 0.075
C 2.294 -2.866 -2.451 -0.082
Fe -0.235 -0.032 -0.302 0.231
C 2.484 1.060 -2.374 -0.355
Cl -3.446 -4.051 -3.752 0.647
H 0.300 -2.205 4.140 0.083
F -2.432 -1.239 -0.116 0.131
C 1.773 -4.030 -3.115 -0.102
C -1.660 -0.117 -2.262 -0.654
C -1.949 2.780 1.155 -0.341
C -2.738 -2.557 -3.250 -0.689
H 2.235 -2.383 1.817 0.050
H 2.895 -0.125 -4.109 0.099
H -1.293 5.369 -0.924 0.103
P -1.041 1.251 1.577 1.098
H 0.981 -0.743 3.395 0.056
H -0.694 -2.660 -4.789 0.153
H -3.359 6.215 0.137 0.094
C 0.394 -1.479 -3.291 -0.245
H -4.544 4.839 1.799 0.097
H -4.368 -0.935 5.703 0.096
C 0.798 -1.809 3.257 -0.322
C -1.340 -3.378 2.106 -0.358
C 3.321 -0.659 -0.321 -0.222
H 0.150 -4.898 -4.160 0.101
C -2.742 -0.132 -3.274 -0.657
C -0.742 -1.303 -2.284 -0.294
H -3.648 2.645 2.461 0.100
C -1.367 -2.618 -2.711 -0.689
H 0.488 -0.677 -4.033 0.135
H 3.195 -2.983 -1.864 0.091
C 3.009 0.200 0.857 -0.426
C 2.857 1.344 2.760 -0.092
C 2.089 -2.508 2.890 -0.123
```



Entry 3:
Density functional theory data (ωB97M-V/def2-TZVPD) for 2 unconnected molecules or ions with the total composition C9H14O2 at a distorted geometry.

Its maximum force is 6.36 eV/A. The gap between HOMO and LUMO comes out at 9.48 eV. As for the LUMO energy: 0.6369 eV. Its SMILES is Cc1ccc(O)cc1.CCO. Its total charge is 0. The calculation puts the total energy at -13652.0235 eV.

Geometry as XYZ:
```
25
Properties=species:S:1:pos:R:3:lowdin_charge:R:1
H 2.113 2.682 2.153 0.126
H -0.785 -1.748 -1.488 0.098
H 0.425 0.502 -1.546 0.122
H 1.949 2.694 0.379 0.116
C -1.416 -0.654 1.219 -0.435
H 1.497 1.199 -3.183 0.070
C -0.416 1.462 1.285 -0.052
H -2.561 1.325 1.189 0.121
C -1.645 0.723 1.326 0.018
C 0.168 -1.467 -2.101 -0.143
H -0.878 0.127 -2.997 0.154
C 2.018 1.932 1.253 -0.070
H 1.004 -1.822 -1.507 0.064
C 0.208 -0.080 -2.522 -0.336
H -0.105 -2.363 1.173 0.158
H 0.431 -2.240 -2.827 0.079
C -0.192 -1.209 1.150 -0.051
O 1.370 0.260 -3.301 -0.073
H 1.869 -0.979 1.034 0.112
C 0.910 1.004 1.238 -0.328
O -2.421 -1.490 0.950 -0.010
H 2.935 1.576 1.198 0.010
C 0.977 -0.367 1.130 -0.038
H -2.453 -1.719 -0.078 0.168
H -0.716 2.541 1.444 0.122
```



Entry 4:
Density functional theory data (ωB97M-V/def2-TZVPD) for 2 unconnected molecules or ions with the total composition C4H7NO.

Its maximum force is 0.77 eV/A. The gap between HOMO and LUMO comes out at 11.27 eV. As for the LUMO energy: 0.8285 eV. Its SMILES is C1CC1.N=C=O. Its total charge is 0. The calculation puts the total energy at -7797.8508 eV.

Geometry as XYZ:
```
13
Properties=species:S:1:pos:R:3:lowdin_charge:R:1
H -1.081 0.878 0.397 0.080
H -1.162 -1.256 1.607 0.099
C 1.431 1.380 -0.543 -0.420
N 1.087 1.842 0.536 0.165
H 1.015 -0.717 0.626 0.093
H -1.400 0.063 -1.200 0.102
C -1.005 -0.030 -0.191 -0.187
H -1.651 -2.159 0.082 0.093
C -1.107 -1.336 0.526 -0.165
H 0.531 -1.391 -0.992 0.099
O 1.739 0.884 -1.552 0.166
C 0.204 -0.936 -0.063 -0.211
H 1.384 2.772 0.768 0.086
```



Entry 5:
Density functional theory data (ωB97M-V/def2-TZVPD) for C3HNO4 in the gas phase at a distorted geometry.

Its maximum force is 11.29 eV/A. The gap between HOMO and LUMO comes out at 8.24 eV. As for the LUMO energy: -2.3834 eV. Its SMILES is O=C1NOC(=O)C1=O. Its total charge is 0. The calculation puts the total energy at -12802.5088 eV.

Geometry as XYZ:
```
9
Properties=species:S:1:pos:R:3:lowdin_charge:R:1
O -0.915 -2.053 0.970 0.168
C -0.001 -0.644 -0.689 -0.199
O 0.396 -1.406 -1.595 0.216
O 1.753 0.991 -0.973 0.082
H -0.058 1.942 0.922 0.210
C -0.709 -0.888 0.526 -0.338
C 0.608 0.637 -0.520 -0.453
O -0.991 0.311 1.007 0.162
N -0.084 1.110 0.351 0.154
```



Entry 6:
Density functional theory data (ωB97M-V/def2-TZVPD) for a molecular structure, CH6MgN2O3P2 at a distorted geometry.

Its maximum force is 1.45 eV/A. The gap between HOMO and LUMO comes out at 4.55 eV. As for the LUMO energy: -11.8265 eV. Its total charge is +2. The calculation puts the total energy at -34258.6865 eV.

Geometry as XYZ:
```
15
Properties=species:S:1:pos:R:3:lowdin_charge:R:1
P 1.336 2.047 0.219 0.816
O 0.811 -0.599 -1.534 0.172
H -2.955 -1.171 -0.128 0.079
N -1.031 -1.322 1.450 -0.127
P -1.593 -1.008 0.090 0.716
H 0.790 3.325 0.292 0.044
H 2.651 2.192 -0.231 0.044
Mg -0.867 -4.110 -0.943 1.481
H -0.315 -0.720 1.879 0.022
N 1.004 1.007 1.314 -0.240
O 0.461 1.621 -1.170 -0.119
H -1.046 -2.308 -0.816 -0.135
C 0.165 0.345 -1.272 -0.627
O -1.222 0.176 -0.865 -0.151
H 1.810 0.525 1.716 0.026
```